Record 1
{"formula": "C39H48FN7O5Sn", "method": "the ωB97M-V functional and the def2-TZVPD basis", "total_charge": 0, "spin_multiplicity": 1, "orbital_gap_ev": 3.3556, "species": ["Sn", "O", "C", "C", "C", "C", "C", "C", "C", "N", "C", "C", "N", "C", "C", "C", "C", "C", "C", "C", "O", "H", "H", "H", "H", "H", "H", "H", "H", "H", "H", "H", "H", "H", "H", "F", "C", "C", "C", "C", "O", "C", "C", "N", "C", "C", "C", "C", "C", "C", "N", "C", "C", "N", "C", "C", "C", "O", "O", "H", "H", "H", "H", "H", "H", "H", "H", "H", "H", "H", "H", "H", "H", "H", "H", "H", "H", "C", "N", "C", "C", "C", "N", "C", "C", "H", "H", "H", "H", "H", "H", "H", "H", "H", "H", "H", "H", "H", "H", "H", "H"], "positions_angstrom": [[-1.6432, -0.0426, -1.9216], [0.4045, 0.9161, -1.3527], [1.1652, 1.3628, -0.4347], [2.5649, 1.5103, -0.6916], [3.4381, 2.0048, 0.2428], [2.9878, 2.3891, 1.5147], [1.6505, 2.2330, 1.8036], [0.7252, 1.7210, 0.8801], [-0.6447, 1.5825, 1.3522], [-1.6790, 1.1580, 0.7440], [-2.8951, 1.1232, 1.5374], [-3.6205, -0.2210, 1.3922], [-4.2058, -0.2609, 0.0737], [-5.4623, -0.4792, -0.0050], [-6.3164, -0.2069, -1.1410], [-7.6289, -0.7060, -1.1185], [-8.5687, -0.3513, -2.0587], [-8.1988, 0.5756, -3.0472], [-6.9284, 1.0897, -3.0966], [-5.9007, 0.7020, -2.1740], [-4.7198, 1.1539, -2.2848], [2.9113, 1.2167, -1.6765], [4.4886, 2.1138, -0.0060], [3.6691, 2.8110, 2.2431], [1.2826, 2.5268, 2.7839], [-0.7629, 1.9036, 2.4004], [-3.5730, 1.8903, 1.1532], [-2.6916, 1.3330, 2.5984], [-4.3818, -0.3016, 2.1821], [-2.8985, -1.0343, 1.5028], [-6.0015, -0.8072, 0.9003], [-7.8989, -1.3942, -0.3204], [-9.5674, -0.7697, -2.0310], [-8.9327, 0.8873, -3.7828], [-6.6513, 1.7968, -3.8716], [0.6827, -0.0717, 4.7754], [1.3450, -0.6818, 3.7463], [0.7008, -0.8371, 2.5547], [1.3676, -1.3741, 1.4608], [0.6270, -1.5198, 0.1774], [-0.5536, -1.1749, 0.1361], [1.4190, -2.0698, -0.8981], [2.7103, -2.3914, -0.6754], [3.3820, -2.2352, 0.5029], [4.7633, -2.6258, 0.5895], [5.7933, -1.5721, 0.8792], [5.7083, -2.1924, -0.4830], [2.7082, -1.7570, 1.6022], [3.3202, -1.6611, 2.8575], [2.6577, -1.1137, 3.9403], [3.3368, -1.0256, 5.1846], [4.5809, -0.2957, 5.2341], [4.3527, 1.1413, 5.6978], [3.7216, 1.0851, 7.0621], [2.4067, 0.3519, 7.0257], [2.6424, -1.0443, 6.4501], [0.9052, -2.3134, -2.3257], [1.7036, -2.8650, -3.0888], [-0.2358, -1.8402, -2.6118], [-0.3256, -0.5199, 2.4329], [3.2779, -2.7993, -1.5025], [4.9147, -3.6123, 1.0144], [6.6239, -1.8269, 1.5255], [5.4362, -0.5539, 0.9761], [6.4733, -2.8954, -0.7806], [5.3209, -1.5827, -1.2884], [4.3242, -2.0382, 3.0007], [5.0447, -0.2757, 4.2520], [5.2756, -0.7905, 5.9272], [3.6584, 1.6473, 5.0284], [5.2811, 1.7065, 5.7613], [3.5940, 2.0211, 7.4387], [4.3537, 0.5814, 7.6852], [1.7255, 0.9201, 6.4007], [2.0107, 0.2966, 8.0387], [1.6865, -1.5469, 6.3518], [3.2442, -1.6199, 7.1683], [-0.8943, -1.5039, -5.4746], [-1.9791, -0.8711, -4.7367], [-3.0388, -1.8481, -4.5287], [-2.4864, 0.3310, -5.3883], [-1.4342, 1.4341, -5.4348], [-0.9388, 1.8101, -4.1089], [0.4807, 2.1430, -4.1493], [-1.6999, 2.9188, -3.5379], [-1.2249, -1.8347, -6.4743], [-0.5315, -2.3599, -4.9090], [-0.0507, -0.8232, -5.5857], [-3.4764, -2.1914, -5.4804], [-3.8379, -1.4235, -3.9240], [-2.6264, -2.7088, -3.9989], [-3.3419, 0.6787, -4.8047], [-2.8291, 0.1214, -6.4162], [-1.8567, 2.3043, -5.9564], [-0.5866, 1.0917, -6.0300], [0.6931, 2.9534, -4.8654], [1.0612, 1.2598, -4.4238], [0.8029, 2.4557, -3.1561], [-1.5275, 3.8569, -4.0910], [-1.3953, 3.0686, -2.4984], [-2.7630, 2.6836, -3.5410]], "forces_ev_per_a": [[0.9, -0.2, 0.2], [-0.6, -0.1, -0.7], [0.2, 0.2, 0.5], [-0.1, -0.1, -0.1], [0.0, 0.0, 0.1], [0.1, -0.1, 0.0], [-0.2, 0.0, -0.1], [0.2, 0.2, -0.3], [-0.5, 0.3, -0.1], [0.4, 0.4, 0.1], [-0.3, -0.2, -0.1], [0.0, 0.0, -0.2], [0.1, -0.1, -0.1], [0.1, 0.2, 0.0], [0.0, -0.2, 0.1], [0.0, 0.1, 0.0], [-0.1, -0.1, 0.1], [0.2, 0.0, 0.0], [-0.3, 0.0, -0.2], [0.6, 0.1, -0.2], [0.0, -0.1, -0.2], [0.0, 0.0, 0.0], [0.0, 0.0, 0.0], [0.0, 0.0, 0.0], [-0.1, 0.0, 0.0], [0.0, 0.0, 0.1], [0.0, 0.0, 0.0], [0.1, 0.0, 0.0], [0.0, 0.0, 0.1], [0.1, 0.0, 0.1], [0.0, 0.0, 0.0], [0.0, 0.0, 0.0], [0.0, 0.0, 0.0], [0.0, 0.0, 0.0], [0.0, 0.0, 0.1], [0.0, 0.0, 0.0], [0.0, -0.1, -0.1], [-0.1, -0.2, 0.2], [0.0, -0.2, -0.1], [0.2, -0.1, 0.1], [0.0, -0.5, 0.0], [-0.5, 0.0, -0.2], [0.2, 0.0, 0.1], [0.0, 0.0, -0.3], [0.0, 0.0, 0.1], [0.1, 0.1, 0.1], [0.1, 0.0, -0.1], [-0.2, 0.2, 0.1], [0.2, -0.1, 0.0], [-0.1, 0.0, 0.0], [0.1, 0.0, 0.1], [-0.2, 0.1, 0.1], [0.2, -0.1, -0.3], [-0.1, 0.0, -0.1], [-0.2, -0.3, 0.0], [0.1, 0.1, -0.1], [0.7, 0.6, 0.1], [-0.5, -0.1, 0.0], [-0.4, 0.1, 0.2], [0.0, -0.1, 0.0], [0.0, 0.0, 0.0], [0.0, 0.0, 0.0], [0.0, -0.1, 0.0], [-0.1, 0.0, 0.0], [0.0, 0.0, 0.0], [0.0, 0.0, 0.1], [0.0, 0.0, 0.0], [0.0, 0.0, 0.0], [0.0, 0.0, 0.0], [-0.1, 0.1, 0.0], [0.0, 0.0, 0.1], [0.0, 0.1, 0.0], [0.1, 0.1, 0.1], [0.1, 0.1, 0.0], [0.1, 0.1, 0.1], [-0.1, 0.0, 0.0], [0.0, 0.0, 0.0], [0.1, 0.0, 0.1], [-0.1, -0.1, 0.0], [0.0, 0.0, 0.0], [0.1, 0.1, 0.3], [0.0, -0.2, 0.0], [0.1, 0.0, 0.2], [0.0, 0.0, 0.1], [0.0, -0.1, 0.0], [0.0, 0.1, 0.0], [0.0, 0.0, -0.1], [0.0, -0.1, 0.0], [0.0, 0.0, 0.0], [-0.1, 0.1, 0.1], [0.0, 0.0, 0.0], [-0.1, 0.0, 0.0], [0.0, 0.0, 0.0], [0.0, 0.0, 0.0], [0.0, 0.1, 0.0], [0.0, 0.0, 0.0], [0.0, 0.0, 0.0], [0.0, 0.0, -0.1], [0.0, 0.0, 0.0], [0.0, 0.0, 0.0], [-0.1, 0.0, 0.0]]}

Record 2
{"formula": "C39H49BeBrN4OS", "method": "the ωB97M-V functional and the def2-TZVPD basis", "total_charge": 0, "spin_multiplicity": 1, "orbital_gap_ev": 6.2052, "species": ["Be", "C", "C", "C", "C", "C", "C", "C", "C", "N", "C", "C", "C", "C", "N", "C", "C", "C", "C", "C", "C", "C", "C", "H", "H", "H", "H", "H", "H", "H", "H", "H", "H", "H", "H", "H", "H", "H", "H", "H", "H", "H", "H", "H", "H", "H", "H", "C", "C", "C", "C", "C", "C", "C", "Br", "C", "O", "C", "C", "C", "C", "C", "C", "H", "H", "H", "H", "H", "H", "H", "H", "H", "H", "H", "H", "H", "H", "H", "H", "H", "H", "H", "H", "C", "C", "C", "C", "N", "C", "S", "N", "H", "H", "H", "H", "H"], "positions_angstrom": [[0.1220, -0.7606, 0.7988], [-3.0800, -1.3073, 2.0721], [-2.6944, -0.1545, 2.9635], [-3.6582, 0.6434, 3.5582], [-3.2925, 1.6984, 4.3806], [-1.9549, 1.9375, 4.6384], [-0.9528, 1.1395, 4.0904], [0.4811, 1.3944, 4.4773], [-1.3442, 0.1132, 3.2239], [-0.4046, -0.7353, 2.5534], [0.3046, -1.5641, 3.2180], [0.2335, -1.7841, 4.6941], [1.1524, -2.4518, 2.3782], [2.0395, -3.4535, 3.0406], [1.0315, -2.2874, 1.1122], [1.5159, -3.3542, 0.2737], [0.8859, -4.6034, 0.3792], [-0.3629, -4.8298, 1.2063], [1.3885, -5.6650, -0.3653], [2.4786, -5.4946, -1.2016], [3.0343, -4.2336, -1.3488], [2.5499, -3.1426, -0.6390], [3.0947, -1.7707, -0.8719], [-4.1548, -1.3131, 1.8959], [-2.8030, -2.2638, 2.5281], [-2.5647, -1.2432, 1.1085], [-4.7057, 0.4408, 3.3619], [-4.0525, 2.3313, 4.8240], [-1.6667, 2.7581, 5.2855], [0.6385, 2.4565, 4.6598], [1.1724, 1.0883, 3.6944], [0.7271, 0.8584, 5.4010], [-0.5069, -1.1342, 5.1494], [1.2021, -1.6101, 5.1658], [-0.0447, -2.8232, 4.8851], [2.6944, -2.9317, 3.7428], [2.6455, -3.9882, 2.3168], [1.4573, -4.1762, 3.6165], [-0.8393, -3.8970, 1.5016], [-0.1463, -5.4139, 2.1062], [-1.0855, -5.3941, 0.6170], [0.9036, -6.6327, -0.2881], [2.8750, -6.3345, -1.7598], [3.8559, -4.0837, -2.0399], [3.8956, -1.7942, -1.6113], [3.4755, -1.3125, 0.0390], [2.3019, -1.1098, -1.2399], [-0.4657, 1.1383, -6.3263], [-1.8505, 1.1333, -5.6604], [-2.7627, 0.1234, -6.3722], [-2.4667, 2.5248, -5.8210], [-1.6837, 0.7406, -4.1918], [-1.2812, -0.5432, -3.8501], [-1.0857, -0.8619, -2.5273], [-0.6570, -2.6720, -2.1474], [-1.2223, 0.0389, -1.4442], [-0.8954, -0.3601, -0.2128], [-1.7186, 1.3197, -1.7854], [-1.9120, 1.6109, -3.1417], [-2.1495, 2.4598, -0.8379], [-3.6628, 2.6786, -1.0199], [-1.9226, 2.1925, 0.6435], [-1.3891, 3.7522, -1.1830], [-0.5496, 1.4018, -7.3857], [0.0130, 0.1590, -6.2519], [0.1835, 1.8696, -5.8391], [-2.9326, 0.4279, -7.4091], [-3.7297, 0.0663, -5.8666], [-2.3274, -0.8777, -6.3854], [-2.5819, 2.7468, -6.8841], [-1.8282, 3.2977, -5.3867], [-3.4534, 2.5794, -5.3537], [-1.1153, -1.3041, -4.6021], [-2.2879, 2.5960, -3.3787], [-4.2092, 1.7736, -0.7395], [-3.9250, 2.9268, -2.0508], [-3.9966, 3.4961, -0.3743], [-2.4293, 1.2827, 0.9475], [-2.3323, 3.0252, 1.2251], [-0.8647, 2.1055, 0.8763], [-1.6132, 4.1265, -2.1831], [-0.3123, 3.5819, -1.1073], [-1.6609, 4.5327, -0.4658], [5.0636, 4.5023, 0.8544], [4.7553, 3.0452, 1.0351], [5.7504, 2.1076, 1.3035], [5.3232, 0.8185, 1.5428], [4.0451, 0.4502, 1.4950], [3.1559, 1.3963, 1.1488], [1.4561, 1.0540, 0.9831], [3.4781, 2.6903, 0.9489], [6.1367, 4.6798, 0.7764], [4.6777, 5.0594, 1.7110], [4.5623, 4.8845, -0.0343], [6.7975, 2.3780, 1.3451], [6.0336, 0.0332, 1.7904]], "forces_ev_per_a": [[0.6, 0.6, 0.1], [0.1, 0.1, 0.0], [0.0, -0.2, -0.1], [-0.1, 0.0, 0.0], [0.0, 0.0, 0.0], [0.0, 0.0, 0.0], [0.1, 0.0, -0.1], [0.0, -0.1, -0.1], [-0.3, 0.1, 0.0], [0.2, -0.3, 0.2], [-0.3, 0.2, 0.2], [0.0, -0.1, 0.0], [0.3, -0.1, -0.2], [0.0, 0.0, 0.1], [-0.2, -0.1, 0.1], [0.0, -0.2, -0.2], [-0.2, 0.2, 0.1], [0.2, 0.0, 0.0], [0.0, 0.0, 0.0], [0.0, 0.0, 0.0], [0.0, -0.1, 0.0], [0.0, 0.1, 0.1], [0.0, 0.2, 0.0], [0.0, 0.0, 0.0], [0.0, 0.0, 0.0], [-0.1, 0.0, 0.1], [0.1, 0.0, 0.0], [0.0, 0.0, 0.0], [0.0, 0.0, 0.0], [0.0, 0.0, 0.0], [0.0, 0.0, 0.0], [0.0, 0.1, -0.1], [0.0, 0.0, 0.0], [0.0, 0.0, 0.0], [0.0, 0.0, 0.0], [0.0, 0.0, 0.0], [0.0, 0.0, 0.0], [0.0, 0.0, 0.0], [0.0, 0.0, 0.0], [0.0, 0.0, 0.0], [0.0, 0.0, 0.0], [0.0, 0.0, 0.0], [0.0, 0.0, 0.0], [0.0, 0.0, 0.0], [0.0, 0.0, 0.0], [0.0, 0.0, 0.1], [0.1, 0.0, 0.0], [0.0, 0.0, 0.0], [0.0, 0.0, 0.0], [0.0, 0.0, 0.0], [0.0, 0.0, 0.0], [0.0, 0.1, -0.1], [0.0, 0.0, 0.0], [0.0, 0.0, 0.3], [0.1, -0.1, 0.1], [0.3, 0.0, -0.2], [-0.6, 0.0, -0.2], [0.0, 0.0, 0.0], [-0.1, 0.0, 0.0], [0.0, 0.0, 0.0], [0.0, 0.0, -0.1], [0.0, -0.1, 0.0], [0.0, 0.0, 0.1], [0.0, 0.0, 0.1], [0.0, 0.0, 0.0], [0.0, 0.0, 0.0], [0.0, 0.0, 0.0], [0.0, 0.0, 0.0], [0.0, 0.0, 0.0], [0.0, 0.0, 0.0], [0.0, 0.0, 0.0], [0.0, 0.0, 0.0], [0.0, 0.0, 0.0], [0.1, 0.0, 0.0], [0.0, 0.0, 0.0], [0.0, 0.0, 0.1], [0.0, 0.0, 0.0], [0.0, 0.0, 0.0], [0.0, 0.0, 0.0], [0.0, 0.0, 0.0], [0.0, 0.0, 0.0], [0.0, 0.0, 0.0], [0.0, 0.0, -0.1], [0.0, 0.0, 0.0], [-0.1, -0.1, 0.0], [0.0, 0.0, 0.0], [-0.1, -0.1, 0.0], [-0.1, -0.2, -0.1], [0.2, 0.0, 0.2], [-0.2, 0.2, -0.3], [0.1, -0.1, 0.0], [0.0, 0.0, 0.0], [0.0, 0.0, 0.0], [0.0, 0.0, 0.0], [-0.1, 0.0, 0.0], [0.0, 0.0, 0.0]]}

Values of calculated total energy, in order: -70436.0027 -130530.2421, all in eV.
Values of energy relative to the best compared isomer or geometry (same formula, charge and spin), in order: 0.267 0.734, all in eV.